Run i
{"formula": "C11H44O11", "method": "wB97M-V/def2-TZVPD", "charge": 0, "e_homo_ev": -7.7767, "mol_weight_g_mol": 352.46, "elements": ["C", "O", "H", "H", "H", "H", "C", "O", "H", "H", "H", "H", "C", "O", "H", "H", "H", "H", "C", "O", "H", "H", "H", "H", "C", "O", "H", "H", "H", "H", "C", "O", "H", "H", "H", "H", "C", "O", "H", "H", "H", "H", "C", "O", "H", "H", "H", "H", "C", "O", "H", "H", "H", "H", "C", "O", "H", "H", "H", "H", "C", "O", "H", "H", "H", "H"], "xyz": [[-0.377, 0.304, -0.173], [0.928, 0.860, -0.398], [-1.029, 1.127, -0.469], [-0.620, -0.621, -0.697], [-0.617, 0.151, 0.879], [1.548, 0.133, -0.313], [-0.800, 2.337, -2.291], [-0.160, 2.322, -3.522], [-0.057, 2.100, -1.530], [-1.338, 3.260, -2.074], [-1.641, 1.645, -2.263], [0.419, 3.085, -3.576], [-1.862, 1.036, 2.785], [-0.786, 0.260, 2.260], [-1.533, 2.067, 2.911], [-2.718, 1.062, 2.111], [-2.025, 0.604, 3.773], [-1.120, -0.547, 1.861], [-0.584, -2.791, -1.143], [-1.084, -1.923, -1.993], [-1.428, -3.314, -0.693], [0.093, -3.524, -1.581], [0.051, -2.273, -0.424], [-1.787, -1.473, -1.519], [2.757, 0.599, 1.293], [3.134, -0.817, 1.177], [2.054, 0.961, 0.543], [2.344, 0.906, 2.254], [3.629, 1.250, 1.353], [3.966, -0.897, 1.649], [1.905, 1.681, -2.106], [3.245, 1.834, -2.566], [1.971, 1.900, -1.040], [1.251, 2.407, -2.589], [1.720, 0.626, -2.306], [3.526, 2.736, -2.396], [1.054, -1.472, 1.599], [0.091, -2.428, 2.082], [1.358, -0.970, 2.517], [1.868, -2.071, 1.191], [0.542, -0.838, 0.875], [0.198, -2.522, 3.032], [-3.318, -2.107, -0.460], [-2.380, -1.071, -0.589], [-3.940, -1.894, 0.409], [-4.055, -2.190, -1.260], [-2.879, -3.084, -0.259], [-1.879, -0.997, 0.227], [1.328, -1.050, -1.743], [1.491, -1.275, -0.375], [0.348, -0.593, -1.880], [2.049, -0.379, -2.210], [1.554, -1.955, -2.306], [2.364, -1.662, -0.274], [-2.123, -1.572, 1.852], [-1.054, -1.176, 1.088], [-2.910, -0.818, 1.852], [-2.555, -2.543, 1.610], [-1.674, -1.712, 2.835], [-0.276, -1.630, 1.419], [0.413, 2.810, 0.307], [0.549, 4.184, 0.358], [-0.631, 2.549, 0.483], [0.683, 2.506, -0.704], [1.067, 2.205, 0.935], [-0.255, 4.684, 0.201]]}

=====

Run ii
{"formula": "C11H44O11", "method": "wB97M-V/def2-TZVPD", "charge": 0, "e_homo_ev": -9.7604, "mol_weight_g_mol": 352.46, "smiles": "CO.CO.CO.CO.CO.CO.CO.CO.CO.CO.CO", "elements": ["C", "O", "H", "H", "H", "H", "C", "O", "H", "H", "H", "H", "C", "O", "H", "H", "H", "H", "C", "O", "H", "H", "H", "H", "C", "O", "H", "H", "H", "H", "C", "O", "H", "H", "H", "H", "C", "O", "H", "H", "H", "H", "C", "O", "H", "H", "H", "H", "C", "O", "H", "H", "H", "H", "C", "O", "H", "H", "H", "H", "C", "O", "H", "H", "H", "H"], "xyz": [[12.769, 6.896, 8.249], [11.418, 6.452, 7.874], [13.250, 7.086, 7.260], [12.788, 7.776, 8.858], [13.279, 6.057, 8.680], [10.770, 6.368, 8.644], [8.754, 5.693, 10.654], [9.558, 6.437, 9.759], [8.920, 5.977, 11.730], [7.652, 5.795, 10.409], [9.036, 4.609, 10.608], [9.205, 7.412, 9.616], [8.938, 11.229, 6.192], [8.538, 10.063, 6.913], [9.068, 12.130, 6.833], [9.957, 11.034, 5.810], [8.245, 11.508, 5.370], [8.847, 9.297, 6.427], [6.446, 12.962, 8.380], [7.465, 13.984, 8.338], [6.714, 12.365, 7.554], [6.513, 12.481, 9.316], [5.453, 13.314, 8.298], [7.366, 14.578, 7.601], [7.205, 17.368, 7.943], [7.813, 16.370, 7.154], [6.251, 17.547, 7.452], [7.123, 17.036, 8.936], [7.742, 18.337, 7.979], [8.675, 16.118, 7.581], [7.274, 14.242, 11.711], [8.366, 14.074, 10.831], [6.648, 15.116, 11.552], [6.507, 13.355, 11.628], [7.672, 14.326, 12.686], [8.083, 14.122, 9.861], [13.485, 13.806, 8.184], [12.124, 13.550, 8.218], [13.932, 13.627, 7.181], [13.706, 14.842, 8.565], [14.044, 13.138, 8.780], [11.712, 13.031, 8.974], [10.675, 10.959, 10.240], [10.435, 12.335, 9.768], [9.770, 10.502, 10.600], [11.144, 10.398, 9.407], [11.379, 11.054, 11.041], [9.739, 12.720, 10.375], [8.767, 6.551, 5.817], [9.488, 7.640, 6.442], [9.106, 6.464, 4.797], [8.880, 5.676, 6.386], [7.719, 6.787, 5.874], [10.334, 7.306, 6.889], [6.657, 8.495, 10.110], [7.903, 9.028, 9.611], [6.131, 8.016, 9.303], [6.913, 7.765, 10.783], [6.041, 9.252, 10.552], [7.766, 9.590, 8.834], [10.482, 14.935, 6.029], [10.476, 15.665, 7.253], [11.250, 14.148, 6.145], [9.491, 14.618, 5.756], [10.807, 15.710, 5.317], [11.065, 15.089, 7.811]]}

=====

The structure with the least stability is run i.

=====

Run i
{"formula": "C5H9FN2", "method": "wB97M-V/def2-TZVPD", "charge": 0, "e_homo_ev": -9.7007, "mol_weight_g_mol": 116.14, "smiles": "CN[C@](C)(C#N)CF", "elements": ["C", "C", "C", "C", "C", "H", "H", "H", "H", "H", "H", "H", "H", "H", "N", "N", "F"], "xyz": [[-1.653, -1.633, -0.147], [0.075, 0.143, 0.060], [0.208, -0.071, 1.586], [1.462, 0.561, -0.527], [-0.937, 1.201, -0.144], [-1.857, -1.743, 0.905], [-2.563, -1.101, -0.558], [-1.837, -2.653, -0.615], [-0.405, -1.026, -1.554], [0.892, -0.923, 1.764], [0.664, 0.775, 2.183], [-0.750, -0.257, 2.015], [1.720, 1.596, -0.136], [1.411, 0.649, -1.591], [-0.377, -1.120, -0.550], [-1.696, 2.061, -0.243], [2.479, -0.346, -0.203]]}

=====

Run ii
{"formula": "C5H9FN2", "method": "wB97M-V/def2-TZVPD", "charge": 0, "e_homo_ev": -9.0308, "mol_weight_g_mol": 116.14, "smiles": "[H]/N=C/N[C@H]1C[C@H](F)C1", "elements": ["C", "C", "C", "C", "C", "H", "H", "H", "H", "H", "H", "H", "H", "H", "N", "N", "F"], "xyz": [[1.516, -0.634, -0.096], [0.997, 0.430, -1.075], [0.124, 1.018, 0.040], [0.948, 0.189, 1.094], [-1.790, -0.561, 0.176], [0.985, -1.535, -0.159], [0.380, 0.038, -1.919], [1.853, 1.116, -1.432], [0.370, 2.086, 0.183], [0.372, -0.302, 1.910], [1.770, 0.728, 1.499], [-1.948, 1.394, -0.278], [-1.043, -1.313, 0.479], [-3.205, -1.767, -0.116], [-1.286, 0.725, 0.101], [-2.930, -0.783, -0.301], [2.887, -0.829, -0.107]]}

=====

The structure with the least stability is run ii.

=====

Run i
{"formula": "C20H30N2O5S", "method": "wB97M-V/def2-TZVPD", "charge": 0, "e_homo_ev": -8.4160, "mol_weight_g_mol": 410.54, "smiles": "COC[C@@H]1CCCCN1C(=O)c1cccc(OC2CCN(S(C)(=O)=O)CC2)c1", "elements": ["C", "H", "O", "C", "C", "N", "C", "O", "C", "C", "C", "C", "C", "C", "H", "O", "C", "C", "C", "N", "S", "O", "O", "C", "H", "H", "H", "C", "C", "H", "H", "H", "H", "H", "H", "H", "H", "H", "H", "H", "H", "C", "C", "C", "C", "H", "H", "H", "H", "H", "H", "H", "H", "H", "H", "H", "H", "H"], "xyz": [[0.389, 0.977, 3.346], [0.502, 1.755, 2.585], [0.019, -0.256, 2.777], [0.953, -0.737, 1.838], [0.460, -2.121, 1.385], [1.102, -2.561, 0.167], [0.461, -2.757, -1.009], [1.001, -3.263, -1.977], [-0.959, -2.281, -1.079], [-2.003, -3.184, -1.208], [-3.298, -2.710, -1.347], [-3.546, -1.353, -1.378], [-2.496, -0.440, -1.272], [-1.198, -0.912, -1.118], [-0.354, -0.246, -1.031], [-2.852, 0.877, -1.320], [-1.835, 1.856, -1.266], [-2.470, 3.206, -0.934], [-1.341, 4.212, -0.660], [-0.106, 3.854, -1.334], [1.051, 3.054, -0.424], [1.272, 1.706, -0.869], [0.764, 3.248, 0.968], [2.516, 4.028, -0.833], [2.697, 3.948, -1.896], [2.312, 5.049, -0.544], [3.352, 3.627, -0.274], [-0.302, 3.291, -2.652], [-1.102, 1.978, -2.611], [-1.848, 1.960, -3.408], [-0.436, 1.127, -2.748], [0.685, 3.122, -3.084], [-0.818, 4.047, -3.250], [-1.102, 4.247, 0.403], [-1.629, 5.216, -0.989], [-3.085, 3.524, -1.777], [-3.114, 3.106, -0.061], [-1.125, 1.610, -0.466], [-4.548, -0.970, -1.489], [-4.119, -3.405, -1.438], [-1.801, -4.244, -1.199], [2.492, -2.953, 0.286], [2.648, -4.068, 1.317], [2.088, -3.606, 2.658], [0.633, -3.178, 2.487], [0.238, -2.764, 3.415], [0.036, -4.052, 2.220], [2.147, -4.412, 3.392], [2.684, -2.773, 3.035], [3.702, -4.334, 1.410], [2.102, -4.949, 0.974], [2.814, -3.288, -0.702], [3.086, -2.081, 0.578], [-0.612, -2.009, 1.191], [1.025, -0.056, 0.976], [1.948, -0.797, 2.303], [1.330, 0.885, 3.903], [-0.411, 1.248, 4.033]]}

=====

Run ii
{"formula": "C20H30N2O5S", "method": "wB97M-V/def2-TZVPD", "charge": 0, "e_homo_ev": -8.2695, "mol_weight_g_mol": 410.54, "smiles": "CCOC(=O)c1sc(NC(=O)CCN2CCC(C)CC2)c(C(=O)OCC)c1C", "elements": ["C", "C", "H", "H", "O", "C", "O", "C", "C", "C", "C", "N", "C", "O", "C", "H", "H", "C", "N", "C", "C", "C", "C", "H", "H", "H", "C", "C", "H", "H", "H", "H", "H", "H", "H", "H", "H", "H", "H", "H", "S", "C", "O", "O", "C", "C", "H", "H", "H", "H", "H", "C", "H", "H", "H", "H", "H", "H"], "xyz": [[-0.974, 6.250, 1.503], [-0.214, 5.347, 2.457], [0.730, 5.805, 2.776], [-0.803, 5.127, 3.355], [0.071, 4.125, 1.782], [0.769, 3.207, 2.469], [1.149, 3.378, 3.606], [0.980, 2.023, 1.648], [1.638, 0.859, 1.959], [1.615, -0.056, 0.866], [0.938, 0.469, -0.232], [0.760, -0.179, -1.417], [0.065, 0.395, -2.449], [-0.394, 1.514, -2.333], [-0.069, -0.455, -3.679], [0.491, -1.384, -3.574], [0.331, 0.110, -4.522], [-1.561, -0.756, -4.001], [-2.268, -1.611, -3.092], [-2.589, -1.039, -1.803], [-3.689, -1.868, -1.144], [-3.232, -3.316, -0.972], [-4.333, -4.175, -0.358], [-3.994, -5.201, -0.234], [-4.621, -3.788, 0.617], [-5.212, -4.179, -0.999], [-2.808, -3.853, -2.338], [-1.740, -2.952, -2.955], [-1.469, -3.322, -3.947], [-0.839, -2.980, -2.316], [-3.675, -3.876, -3.000], [-2.419, -4.869, -2.244], [-2.362, -3.331, -0.305], [-4.576, -1.844, -1.779], [-3.944, -1.432, -0.177], [-2.928, -0.011, -1.949], [-1.712, -1.016, -1.132], [-2.092, 0.198, -4.049], [-1.597, -1.223, -4.990], [1.171, -1.117, -1.443], [0.320, 2.043, 0.028], [2.183, -1.397, 0.796], [2.077, -2.117, -0.188], [2.837, -1.772, 1.894], [3.402, -3.082, 1.902], [2.370, -4.131, 2.292], [1.581, -4.171, 1.545], [1.932, -3.888, 3.257], [2.846, -5.105, 2.353], [4.210, -3.035, 2.636], [3.810, -3.302, 0.910], [2.289, 0.592, 3.269], [1.857, -0.296, 3.727], [2.157, 1.444, 3.929], [3.351, 0.403, 3.126], [-1.898, 5.769, 1.193], [-0.374, 6.447, 0.619], [-1.207, 7.189, 1.995]]}

=====

The structure with the least stability is run i.

=====

Run i
{"formula": "C2H3F3O", "method": "wB97M-V/def2-TZVPD", "charge": 0, "e_homo_ev": -11.2332, "mol_weight_g_mol": 100.04, "smiles": "OCC(F)(F)F", "elements": ["C", "C", "O", "F", "F", "F", "H", "H", "H"], "xyz": [[0.306, -0.096, -0.216], [1.136, -1.206, 0.527], [-1.022, -0.464, 0.007], [2.424, -0.739, 0.635], [1.034, -2.382, -0.103], [0.740, -1.466, 1.786], [0.666, 0.826, 0.345], [0.563, -0.058, -1.283], [-1.511, 0.202, 0.589]]}

=====

Run ii
{"formula": "C2H3F3O", "method": "wB97M-V/def2-TZVPD", "charge": 0, "e_homo_ev": -11.4870, "mol_weight_g_mol": 100.04, "smiles": "CC(F)(F)OF", "elements": ["C", "C", "O", "F", "F", "F", "H", "H", "H"], "xyz": [[-0.013, 0.082, 0.076], [-0.174, 1.583, 0.407], [0.751, 1.827, 1.600], [0.184, 2.332, -0.625], [-1.415, 1.997, 0.701], [1.151, 3.085, 1.860], [-0.235, -0.087, -0.889], [-0.527, -0.590, 0.790], [1.141, -0.143, 0.238]]}

=====

The structure with the least stability is run ii.